No. 1
Density functional theory data (ωB97M-V with the def2-TZVPD basis set) for a structure of composition C10H20N2O3S2 at a distorted geometry.

Output
LUMO level = 0.0087 Ha
largest force on an atom = 7.8 eV/Å
total charge = 0
energy above the lowest of the compared OMol25 structures with the same formula, charge and spin = 180.9 kcal/mol
gap between HOMO and LUMO = 8.62 eV

Structure (XYZ):
```
37
C10H20N2O3S2 (ωB97M-V with the def2-TZVPD basis set)
C 0.29049 0.98173 -2.58298
C -0.65050 0.09198 -1.71363
C 1.42820 0.34874 -3.14876
C 2.19844 -0.65749 -2.29096
C 4.53522 1.00018 -2.03535
C -1.47068 -0.16517 0.63720
C -3.08704 -0.38411 0.30839
C -1.38037 0.47258 2.05277
C -1.53663 -0.87633 2.86954
C -1.36714 -2.18383 5.40894
H 0.88961 2.52858 -1.00777
H -0.44932 2.81237 -1.94947
H -0.47476 1.32136 -3.39441
H 2.04534 0.98328 -3.60122
H 1.07333 -0.30397 -4.04555
H 1.44252 -1.32511 -1.68878
H 2.91830 -1.20951 -2.95668
H 5.42156 1.09561 -1.30871
H 4.77362 0.15477 -2.84008
H 4.23016 1.96113 -2.74832
H -0.11084 1.24736 -0.30329
H -0.82393 -1.17770 0.62305
H -0.32982 1.05558 2.30113
H -2.12837 1.44409 2.17451
H -2.49515 -1.41375 3.22988
H -0.87528 -1.71717 2.22376
H -2.37949 -1.93982 5.89885
H -1.56778 -3.26782 4.45462
H -0.52829 -2.75141 6.34762
H -2.94976 1.14229 -0.74843
N 0.38065 2.30477 -1.92374
N -0.86318 0.60714 -0.43144
O -1.07982 -1.01149 -1.97405
O -3.87686 -1.31248 0.69394
O -3.65111 0.61653 -0.16318
S 3.14453 0.30180 -0.85027
S -0.69584 -0.77468 4.48288
```

***

No. 2
Density functional theory data (ωB97M-V with the def2-TZVPD basis set) for a structure of composition C4H5GaO6 at a distorted geometry.

Output
LUMO level (alpha / beta) = -0.1695 / -0.2890 Ha
2S+1 = 2
largest force on an atom = 8.9 eV/Å
total charge = +1
energy above the lowest of the compared OMol25 structures with the same formula, charge and spin = 95.5 kcal/mol
gap between HOMO and LUMO (alpha / beta) = 8.25 / 4.67 eV

Structure (XYZ):
```
16
C4H5GaO6 (ωB97M-V with the def2-TZVPD basis set)
O 0.59640 0.33071 2.49363
C 0.84154 1.19995 1.61852
O 1.05004 2.40180 1.93051
O 0.95567 0.88518 0.32940
Ga 0.92916 1.66522 3.62709
C 1.36571 -0.93352 0.11167
C 0.39666 -0.26303 -0.79958
H 2.41654 -0.75832 -0.14273
H 0.90150 -1.52506 0.90636
H 0.70407 0.23391 -1.72052
O -0.96452 -0.52482 -0.51729
C -1.84656 -0.21980 -1.46300
O -1.60244 0.26184 -2.54069
O -3.04507 -0.59937 -1.04505
H -3.67509 -0.54299 -1.77511
H 0.97641 -1.61168 -1.01320
```

***

No. 3
Density functional theory data (ωB97M-V with the def2-TZVPD basis set) for the molecule C4H7NO2.

Output
LUMO level (alpha / beta) = 0.0260 / 0.0260 Ha
largest force on an atom = 0.3 eV/Å
total charge = 0
energy above the lowest of the compared OMol25 structures with the same formula, charge and spin = 75.6 kcal/mol
gap between HOMO and LUMO (alpha / beta) = 7.41 / 7.41 eV

Structure (XYZ):
```
14
C4H7NO2 (ωB97M-V with the def2-TZVPD basis set)
O -1.23992 -0.26182 1.53061
C -1.07270 0.14700 0.16694
C -0.12705 1.35244 0.22341
O 1.19638 0.93476 0.59806
C 1.65940 -0.14633 -0.02414
N 0.87335 -0.97292 -0.65733
C -0.52262 -0.95218 -0.66614
H -1.32054 -1.22329 1.45991
H -2.03491 0.49088 -0.24355
H -0.08905 1.85693 -0.75008
H -0.41895 2.06459 0.99716
H 2.71518 -0.34686 0.09948
H -0.94626 -1.17724 -1.64031
H 1.32770 -1.76595 -1.09402
```

***

No. 4
Density functional theory data (ωB97M-V with the def2-TZVPD basis set) for a cluster of 5 separate species, C2H14NO5 in total at a distorted geometry.

Output
LUMO level = -0.1052 Ha
largest force on an atom = 1.7 eV/Å
total charge = +1
energy above the lowest of the compared OMol25 structures with the same formula, charge and spin = 4.8 kcal/mol
gap between HOMO and LUMO = 10.89 eV

Structure (XYZ):
```
22
C2H14NO5 (ωB97M-V with the def2-TZVPD basis set)
O -0.85783 -1.84437 0.01543
C 0.24257 -1.41137 0.25066
C 0.39455 0.04795 0.58620
N -0.89470 0.71613 0.14188
H 1.12213 -2.03621 0.18505
H 0.32404 0.22436 1.66679
H 1.27203 0.49497 0.13963
H -0.93985 0.67028 -0.87478
H -1.73721 0.11390 0.40402
H -1.03374 1.65842 0.50315
H -3.57009 -0.78850 1.31951
H -3.70657 -1.04367 -0.18820
O -3.30648 -0.44629 0.45480
H 3.24954 -0.63303 1.79805
H 3.88244 -1.73257 0.97741
O 3.04056 -1.28367 1.11701
H 0.61777 1.01635 -3.04096
H 0.25882 -0.48121 -2.96818
O 0.24790 0.33987 -2.46469
H 0.88628 3.19287 -0.82861
H 1.56021 3.69900 0.40109
O 0.92046 3.03126 0.12240
```

***

No. 5
Density functional theory data (ωB97M-V with the def2-TZVPD basis set) for a cluster of 2 separate species, C43H45BrF6N4O2 in total at a distorted geometry.

Output
LUMO level = -0.0300 Ha
largest force on an atom = 3.7 eV/Å
total charge = 0
gap between HOMO and LUMO = 6.02 eV

Structure (XYZ):
```
101
C43H45BrF6N4O2 (ωB97M-V with the def2-TZVPD basis set)
C -2.98822 -1.22658 2.51609
C -3.01905 0.30148 2.40794
C -3.51489 0.92555 3.71041
C -3.81979 0.74079 1.19000
C -5.17845 1.04161 1.31925
C -5.97800 1.16421 0.18505
C -5.42150 0.97990 -1.07696
C -4.06087 0.73598 -1.24661
C -3.56851 0.54782 -2.68596
C -3.53304 1.87259 -3.44499
C -4.36146 -0.51557 -3.45098
C -3.23181 0.69090 -0.10045
N -1.84022 0.35217 -0.25133
N -1.57084 -0.76205 -0.97924
N -0.22118 -0.87246 -0.99598
C 0.42716 -1.91468 -1.75691
C 1.31727 -1.57056 -2.79647
C 1.32791 -0.15815 -3.39080
C 0.13257 0.04837 -4.31752
C 2.65696 0.20147 -4.05216
C 2.12084 -2.57269 -3.33435
C 1.94495 -3.89932 -2.94287
C 0.95552 -4.23875 -2.02746
C 0.17792 -3.25212 -1.41689
C -0.85355 -3.68455 -0.37599
C -0.17394 -4.26201 0.86421
C -1.87580 -4.65199 -0.97474
C 0.36379 0.12498 -0.24433
C 1.79896 0.22209 -0.14331
C 2.59615 -0.89604 0.18234
C 3.97687 -0.81057 0.18853
C 4.75478 -2.02378 0.61926
F 6.02928 -2.05067 0.13800
F 4.83474 -2.08995 1.99415
F 4.14525 -3.18660 0.21229
C 4.63625 0.37869 -0.11804
C 3.85850 1.49742 -0.41300
C 4.54205 2.81714 -0.68221
F 3.68899 3.74331 -1.20916
F 5.04143 3.35368 0.48487
F 5.58983 2.69644 -1.55287
C 2.47381 1.44306 -0.40238
C -0.64277 0.90091 0.28646
C -0.39192 2.00188 1.12446
H -2.61231 -1.69277 1.59715
H -2.34831 -1.54134 3.34868
H -4.00109 -1.61798 2.69006
H -2.00086 0.66367 2.24249
H -3.61566 2.01179 3.60790
H -4.48491 0.50737 4.00748
H -2.79938 0.72350 4.51611
H -5.62344 1.14519 2.30798
H -7.04343 1.37117 0.28202
H -6.05665 1.01332 -1.96100
H -2.54767 0.17219 -2.60534
H -2.94637 2.61507 -2.89198
H -3.07045 1.74022 -4.43031
H -4.54388 2.27565 -3.59771
H -4.34981 -1.46706 -2.90657
H -5.40638 -0.22066 -3.61278
H -3.90782 -0.68635 -4.43523
H 1.21069 0.52471 -2.54184
H -0.80422 -0.22799 -3.81829
H 0.06178 1.09903 -4.61891
H 0.22590 -0.56867 -5.22048
H 3.49165 0.03562 -3.35964
H 2.82504 -0.37965 -4.96667
H 2.65776 1.26220 -4.32476
H 2.87824 -2.32372 -4.07879
H 2.57311 -4.67490 -3.37244
H 0.78063 -5.28125 -1.76316
H -1.39543 -2.77911 -0.09436
H 0.58194 -3.56960 1.25626
H -0.90749 -4.44291 1.65849
H 0.32376 -5.21494 0.63898
H -2.37666 -4.18782 -1.83117
H -1.40481 -5.58261 -1.31279
H -2.64073 -4.90601 -0.23320
H 2.11795 -1.83915 0.43848
H 5.71892 0.43892 -0.10139
H 1.90286 2.34139 -0.62769
H 0.52921 2.50573 0.78986
H -1.19844 2.50787 1.65032
Br 3.59572 -1.03460 6.43321
C 2.97995 0.30532 5.26828
C 3.67825 0.54092 4.06708
C 3.18867 1.48635 3.17130
C 1.97400 2.17140 3.43284
C 1.46734 3.14283 2.47809
C 0.89998 4.32390 2.90977
N 1.10333 5.44862 2.11829
O 0.85636 6.61464 2.53810
O 1.61394 5.23752 0.97664
C 1.31470 1.95968 4.66692
C 1.81270 1.01976 5.57744
H 4.60172 0.01774 3.83923
H 3.78083 1.81819 2.30710
H 1.94998 3.11976 1.49172
H 0.46805 4.48275 3.89812
H 0.46040 2.58940 4.93163
H 1.31492 0.86237 6.52903
```

***

Which of these has the highest largest force on an atom?
C4H5GaO6

***

The highest largest force on an atom belongs to which entry?
C4H5GaO6